P | Below is 2 unconnected molecules or ions with the total composition C6H12O, with properties calculated with the ωB97M-V functional and the def2-TZVPD basis.

The geometry in ORCA input format:
```
! RIJCOSX wB97M-V def2-TZVPD def2/J DEFGRID3
* xyz 0 1
C -1.282 0.400 -0.997
C -0.648 -0.414 -2.105
O 1.496 -0.775 -0.815
C 1.602 0.127 -0.022
C -0.062 1.248 0.764
C 0.925 0.194 1.309
C 0.196 -1.061 1.741
H -1.764 1.277 -1.447
H -2.079 -0.233 -0.558
H -1.536 -0.532 -2.748
H 0.129 0.105 -2.675
H -0.301 -1.414 -1.831
H 2.139 1.067 -0.277
H -0.935 1.393 1.375
H 0.492 2.211 0.696
H 1.664 0.511 2.081
H 0.811 -1.961 1.672
H -0.186 -0.965 2.765
H -0.660 -1.179 1.074
*
```

## Properties
E_HOMO = -9.12 eV
frontier orbital gap = 9.99 eV

Q | Below is a single C6H12O molecule, with properties calculated with the ωB97M-V functional and the def2-TZVPD basis.

The geometry in ORCA input format:
```
! RIJCOSX wB97M-V def2-TZVPD def2/J DEFGRID3
* xyz 0 1
C 1.130 1.080 0.975
C 0.717 -0.061 0.043
C 1.671 -1.252 0.164
C -0.667 -0.584 0.368
O -1.852 0.145 -0.126
C -1.410 -1.435 -0.588
C -1.712 1.087 -1.198
H 2.139 1.436 0.742
H 0.446 1.936 0.915
H 1.132 0.735 2.017
H 0.735 0.273 -1.001
H 1.655 -1.666 1.181
H 2.701 -0.952 -0.057
H 1.379 -2.043 -0.535
H -0.806 -0.670 1.454
H -2.158 -1.992 0.001
H -0.927 1.813 -0.973
H -2.675 1.598 -1.260
H -1.498 0.552 -2.123
*
```

## Properties
E_HOMO = -8.07 eV
frontier orbital gap = 9.06 eV

Quick one: least stable of them? Q

P | Below is a molecular structure, C5H5NS, with properties calculated with the ωB97M-V functional and the def2-TZVPD basis.

The geometry in ORCA input format:
```
! RIJCOSX wB97M-V def2-TZVPD def2/J DEFGRID3
* xyz 0 1
C -1.333 1.239 -0.002
C 0.012 -0.615 0.095
C 1.266 -1.201 0.055
C 1.518 1.049 -0.002
C 0.155 0.825 0.081
H -1.657 1.820 -0.863
H -1.755 1.663 0.867
H 1.665 -2.178 -0.100
H 3.127 -0.217 -0.212
H 2.053 2.021 -0.107
N 2.137 -0.157 -0.037
S -1.757 -0.612 -0.043
*
```

## Properties
E_HOMO = -7.71 eV
frontier orbital gap = 8.64 eV

Q | Below is a molecular structure, C5H5NS, with properties calculated with the ωB97M-V functional and the def2-TZVPD basis.

The geometry in ORCA input format:
```
! RIJCOSX wB97M-V def2-TZVPD def2/J DEFGRID3
* xyz 0 1
C 0.266 -1.833 -0.688
C -0.283 0.330 -0.885
C -0.427 1.616 -0.374
C 0.113 0.110 1.292
C 0.074 -0.566 0.065
H -0.471 -2.566 -0.343
H 1.312 -2.229 -0.737
H -0.606 2.664 -0.832
H -0.357 2.106 1.536
H 0.518 -0.143 2.251
N -0.058 1.383 0.936
S -0.082 -0.872 -2.220
*
```

## Properties
E_HOMO = -7.88 eV
frontier orbital gap = 8.86 eV

R | Below is a single C5H5NS molecule, with properties calculated with the ωB97M-V functional and the def2-TZVPD basis.

The geometry in ORCA input format:
```
! RIJCOSX wB97M-V def2-TZVPD def2/J DEFGRID3
* xyz 0 1
N -1.422 -0.503 3.653
C -0.761 -0.343 2.706
C 0.118 -0.116 1.557
C -0.336 0.082 0.373
C 0.591 0.360 -0.754
C 0.185 -0.216 -2.079
S 0.057 1.572 -1.949
H 1.198 -0.140 1.819
H -1.443 0.117 0.165
H 1.672 0.542 -0.546
H 0.910 -0.590 -2.778
H -0.769 -0.766 -2.167
*
```

## Properties
E_HOMO = -9.37 eV
frontier orbital gap = 9.84 eV
SMILES string = N#C/C=C/[C@H]1CS1

S | Below is a single C5H5NS molecule, with properties calculated with the ωB97M-V functional and the def2-TZVPD basis.

The geometry in ORCA input format:
```
! RIJCOSX wB97M-V def2-TZVPD def2/J DEFGRID3
* xyz 0 1
N 1.641 1.866 -1.244
C 0.908 0.869 -0.765
C 0.162 0.887 0.357
C -0.486 -0.383 0.494
S -1.470 -0.934 1.639
C -0.153 -1.130 -0.735
C 0.677 -0.414 -1.506
H 2.024 2.572 -0.570
H 2.550 1.563 -1.762
H 0.199 1.588 1.162
H -0.481 -2.117 -0.923
H 1.092 -0.700 -2.484
*
```

## Properties
E_HOMO = -8.30 eV
frontier orbital gap = 7.35 eV
SMILES string = NC1=CC(=S)C=C1

Quick one: least stable of them? Q

P | Below is 2 unconnected molecules or ions with the total composition C6H14N2, with properties calculated with the ωB97M-V functional and the def2-TZVPD basis.

The geometry in ORCA input format:
```
! RIJCOSX wB97M-V def2-TZVPD def2/J DEFGRID3
* xyz 0 1
C 2.103 0.441 0.211
C 1.333 -0.548 -0.362
C 1.002 -1.816 0.370
N 1.087 -0.489 -1.739
H 2.556 0.259 1.174
H 2.692 1.118 -0.395
H 1.907 -2.368 0.636
H 0.315 -2.461 -0.182
H 0.537 -1.569 1.327
H 0.828 0.338 -2.264
H 0.386 -1.147 -2.078
C -1.515 1.014 -1.135
C -1.135 0.747 0.127
C -1.928 -0.173 1.007
N -0.199 1.592 0.811
H -1.175 1.900 -1.650
H -2.197 0.370 -1.664
H -1.307 -0.681 1.743
H -2.436 -0.926 0.409
H -2.681 0.380 1.574
H -0.293 1.644 1.823
H 0.120 2.375 0.257
*
```

## Properties
E_HOMO = -6.78 eV
frontier orbital gap = 7.73 eV
SMILES string = C=C(C)N.C=C(C)N

Q | Below is 2 unconnected molecules or ions with the total composition C6H14N2, with properties calculated with the ωB97M-V functional and the def2-TZVPD basis.

The geometry in ORCA input format:
```
! RIJCOSX wB97M-V def2-TZVPD def2/J DEFGRID3
* xyz 0 1
C -1.417 -1.092 3.560
C -1.118 -1.924 2.562
C -0.265 -1.555 1.444
C 0.089 -2.414 0.484
H -0.919 -0.130 3.623
H -2.022 -1.365 4.412
H -1.561 -2.915 2.544
H 0.188 -0.568 1.440
H 0.774 -2.158 -0.309
H -0.312 -3.421 0.504
N 0.980 3.202 -1.196
C 0.637 2.095 -2.104
C 0.241 0.880 -1.297
N -0.058 -0.246 -2.190
H 0.968 4.079 -1.694
H 1.918 3.098 -0.834
H 1.465 1.860 -2.786
H -0.187 2.432 -2.734
H 1.079 0.682 -0.609
H -0.635 1.088 -0.686
H 0.777 -0.733 -2.462
H -0.622 -0.896 -1.671
*
```

## Properties
E_HOMO = -8.97 eV
frontier orbital gap = 9.97 eV
SMILES string = C=CC=C.NCCN

Quick one: least stable of them? P

P | Below is a single C6H14N2 molecule, with properties calculated with the ωB97M-V functional and the def2-TZVPD basis.

The geometry in ORCA input format:
```
! RIJCOSX wB97M-V def2-TZVPD def2/J DEFGRID3
* xyz 0 1
C -2.052 -0.238 0.238
C -0.797 -0.242 -0.150
C 0.306 -1.167 -0.013
C 1.270 -0.882 1.127
N -0.307 -2.702 0.261
C -0.134 1.222 -0.886
C 0.096 2.257 0.204
N 1.003 1.146 -1.748
H -2.510 -1.086 0.726
H -2.680 0.628 0.083
H 0.834 -1.328 -0.957
H 0.730 -0.599 2.029
H 1.970 -0.090 0.865
H 1.836 -1.789 1.332
H -1.013 -2.921 -0.437
H -0.769 -2.716 1.168
H -0.988 1.516 -1.504
H 0.323 3.224 -0.246
H -0.791 2.365 0.823
H 0.932 1.976 0.842
H 1.860 0.940 -1.250
H 0.880 0.487 -2.506
*
```

## Properties
E_HOMO = -8.63 eV
frontier orbital gap = 9.64 eV
SMILES string = C=C([C@@H](C)N)[C@@H](C)N

Q | Below is a molecular structure, C6H14N2, with properties calculated with the ωB97M-V functional and the def2-TZVPD basis.

The geometry in ORCA input format:
```
! RIJCOSX wB97M-V def2-TZVPD def2/J DEFGRID3
* xyz 0 1
C -0.383 0.279 -0.351
C -0.141 -0.236 0.888
C -0.194 -1.204 -0.281
C -2.425 0.422 0.172
C 1.830 0.170 1.189
C 2.852 -0.048 0.100
N 0.013 1.244 -1.249
N -3.261 -0.313 -0.716
H -0.476 -0.188 1.909
H 0.324 2.116 -0.840
H 0.597 0.931 -2.011
H -3.271 -1.305 -0.506
H -2.965 -0.199 -1.681
H 0.511 -2.025 -0.115
H -1.067 -1.727 -0.689
H -2.678 0.235 1.214
H -2.484 1.490 -0.031
H 1.989 -0.512 2.028
H 1.812 1.196 1.561
H 2.758 0.689 -0.706
H 3.889 0.034 0.461
H 2.771 -1.047 -0.345
*
```

## Properties
E_HOMO = -6.63 eV
frontier orbital gap = 7.65 eV

Quick one: least stable of them? Q

P | Below is 2 unconnected molecules or ions with the total composition C6H14N2, with properties calculated with the ωB97M-V functional and the def2-TZVPD basis.

The geometry in ORCA input format:
```
! RIJCOSX wB97M-V def2-TZVPD def2/J DEFGRID3
* xyz 0 1
C 2.497 1.141 -0.868
C 2.143 0.010 0.044
C 1.417 -1.043 -0.322
N 1.010 -2.071 0.528
H 3.578 1.202 -1.009
H 2.170 2.094 -0.450
H 2.029 1.017 -1.844
H 2.544 0.058 1.050
H 0.970 -1.096 -1.308
H 1.521 -2.122 1.398
H 0.920 -2.974 0.087
C -2.449 -1.420 0.421
C -2.475 -0.070 0.331
N -1.386 0.715 0.809
C -1.317 1.831 -0.079
H -3.302 -2.020 0.160
H -1.583 -1.953 0.775
H -3.423 0.455 0.412
H -0.524 0.180 0.814
H -2.138 2.519 0.114
H -0.359 2.347 -0.019
H -1.846 1.203 -1.044
*
```

## Properties
E_HOMO = -8.04 eV
frontier orbital gap = 9.12 eV
SMILES string = C/C=C/N.C=CNC

Q | Below is a single C6H14N2 molecule, with properties calculated with the ωB97M-V functional and the def2-TZVPD basis.

The geometry in ORCA input format:
```
! RIJCOSX wB97M-V def2-TZVPD def2/J DEFGRID3
* xyz 0 1
H -0.805 -2.837 -1.512
N -0.977 -2.197 -0.737
C -0.103 -1.283 -0.603
C 1.123 -1.116 -1.457
C -0.228 -0.435 0.631
C 0.938 -0.703 1.574
N -0.229 0.935 -0.015
C -0.022 2.012 0.932
C -1.424 1.178 -0.799
H 0.938 -1.474 -2.469
H 1.442 -0.078 -1.485
H 1.935 -1.707 -1.035
H -1.192 -0.644 1.121
H 1.062 -1.779 1.689
H 0.767 -0.246 2.545
H 1.861 -0.290 1.173
H 0.943 1.915 1.423
H -0.018 2.960 0.393
H -0.817 2.053 1.692
H -2.332 1.200 -0.180
H -1.327 2.130 -1.322
H -1.534 0.406 -1.559
*
```

## Properties
E_HOMO = -8.61 eV
frontier orbital gap = 9.62 eV
SMILES string = [H]/N=C(\C)[C@@H](C)N(C)C

Quick one: least stable of them? P

P | Below is a molecular structure, C6H14N2, with properties calculated with the ωB97M-V functional and the def2-TZVPD basis.

The geometry in ORCA input format:
```
! RIJCOSX wB97M-V def2-TZVPD def2/J DEFGRID3
* xyz 0 1
C 1.345 -1.260 1.028
N 0.878 -0.824 -0.358
C -0.401 0.467 -0.051
C -1.381 0.668 -1.299
C -2.708 -0.097 -1.029
C -3.953 0.464 -1.100
C 2.817 -0.842 1.143
N 2.866 0.682 1.093
H 1.118 -2.336 1.130
H 0.841 -0.613 1.800
H 0.788 0.338 -0.476
H -0.679 -0.090 0.791
H -0.071 1.425 0.231
H -1.684 1.721 -1.205
H -0.934 0.475 -2.263
H -2.611 -1.125 -0.704
H -4.815 -0.136 -0.829
H -4.155 1.490 -1.464
H 3.301 -1.120 2.121
H 3.286 -1.257 0.257
H 3.807 1.036 0.962
H 2.345 0.934 0.221
*
```

## Properties
E_HOMO = -8.70 eV
frontier orbital gap = 9.80 eV

Q | Below is 2 unconnected molecules or ions with the total composition C6H14N2, with properties calculated with the ωB97M-V functional and the def2-TZVPD basis.

The geometry in ORCA input format:
```
! RIJCOSX wB97M-V def2-TZVPD def2/J DEFGRID3
* xyz 0 1
H -1.180 1.330 1.408
N -0.173 1.253 1.503
C 0.345 0.208 0.994
C 1.840 0.087 1.099
C -0.350 -0.690 0.015
C 0.302 -2.055 -0.166
C -1.844 -0.829 0.293
H 2.114 -0.857 1.567
H 2.222 0.908 1.699
H 2.308 0.121 0.115
H -0.266 -0.035 -0.976
H 0.276 -2.615 0.770
H -0.247 -2.638 -0.903
H 1.340 -1.976 -0.476
H -2.014 -1.206 1.305
H -2.294 -1.520 -0.414
H -2.355 0.127 0.186
C -0.129 1.775 -1.874
N -0.333 2.601 -0.925
H 0.876 1.497 -2.242
H -0.929 1.656 -2.591
H 0.491 2.858 -0.388
*
```

## Properties
E_HOMO = -9.51 eV
frontier orbital gap = 10.37 eV
SMILES string = [H]/N=C(/C)C(C)C.C=N

Quick one: least stable of them? P

P | Below is 3 unconnected molecules or ions with the total composition C6H14N2, with properties calculated with the ωB97M-V functional and the def2-TZVPD basis.

The geometry in ORCA input format:
```
! RIJCOSX wB97M-V def2-TZVPD def2/J DEFGRID3
* xyz 0 1
C -1.444 0.732 -1.750
C 0.917 0.203 -1.704
C -0.455 1.409 0.975
C 0.644 -2.181 0.522
N -0.380 0.015 -1.064
C -0.378 0.135 0.358
C 0.046 -0.946 1.143
N 0.292 -0.772 2.460
H 1.021 0.465 2.413
H -0.409 -0.179 2.897
H -2.387 0.567 -1.232
H -1.272 1.818 -1.828
H -1.540 0.335 -2.764
H 1.683 -0.376 -1.191
H 0.863 -0.127 -2.744
H 1.237 1.258 -1.699
H -0.515 2.275 0.324
H -1.080 1.537 1.853
H 0.738 1.304 1.905
H 1.733 -2.091 0.452
H 0.438 -3.045 1.152
H 0.246 -2.338 -0.478
*
```

## Properties
E_HOMO = -8.37 eV
frontier orbital gap = 9.05 eV

Q | Below is a single C6H14N2 molecule, with properties calculated with the ωB97M-V functional and the def2-TZVPD basis.

The geometry in ORCA input format:
```
! RIJCOSX wB97M-V def2-TZVPD def2/J DEFGRID3
* xyz 0 1
C 0.999 0.264 -0.173
C -0.606 -0.133 2.756
C -2.136 -0.408 0.831
C 2.144 -0.465 -2.258
N -0.752 -0.199 1.292
N -0.066 0.977 0.494
C 0.944 0.204 -1.628
C -0.083 0.624 -2.389
H 0.263 1.620 1.207
H 0.023 -0.872 0.787
H 1.996 0.419 0.245
H -1.092 0.767 3.136
H 0.458 -0.117 2.993
H -1.062 -1.009 3.219
H -2.110 -0.497 -0.252
H -2.539 -1.321 1.273
H -2.747 0.448 1.115
H 3.055 0.107 -2.052
H 2.295 -1.465 -1.841
H 2.032 -0.554 -3.338
H -0.088 0.470 -3.460
H -0.928 1.141 -1.955
*
```

## Properties
E_HOMO = -6.14 eV
frontier orbital gap = 6.71 eV

R | Below is 3 unconnected molecules or ions with the total composition C6H14N2, with properties calculated with the ωB97M-V functional and the def2-TZVPD basis.

The geometry in ORCA input format:
```
! RIJCOSX wB97M-V def2-TZVPD def2/J DEFGRID3
* xyz 0 1
C -0.123 0.593 -0.063
C 2.002 -0.033 -0.720
C 0.075 -1.639 0.739
C 2.843 0.315 0.467
N -0.290 -0.692 -0.308
N -0.463 1.554 -0.955
C -2.474 -0.462 0.135
C -3.398 0.386 -0.284
H 0.101 0.966 0.940
H -0.785 2.438 -0.601
H -0.891 1.232 -1.812
H -2.778 -1.383 0.636
H 2.106 -1.041 -1.106
H 1.954 0.699 -1.518
H 0.931 -2.232 0.415
H 0.310 -1.162 1.699
H -0.755 -2.327 0.891
H 2.613 1.312 0.852
H 2.710 -0.403 1.282
H 3.915 0.318 0.222
H -3.135 1.315 -0.794
H -4.470 0.245 -0.117
*
```

## Properties
E_HOMO (spin up / spin down) = -6.87 / -6.94 eV
frontier orbital gap (spin up / spin down) = 7.92 / 7.94 eV

S | Below is 2 unconnected molecules or ions with the total composition C6H14N2, with properties calculated with the ωB97M-V functional and the def2-TZVPD basis.

The geometry in ORCA input format:
```
! RIJCOSX wB97M-V def2-TZVPD def2/J DEFGRID3
* xyz 0 1
H -3.283 -3.506 1.986
N -3.369 -2.824 1.233
C -2.201 -2.411 0.942
N -1.997 -1.503 -0.078
C -0.579 -1.285 -0.456
H -1.283 -2.674 1.469
H -2.632 -1.566 -0.853
H -0.572 -0.537 -1.242
H -0.072 -0.901 0.415
H -0.179 -2.221 -0.846
C 0.465 2.239 -1.859
C 1.465 1.764 -0.836
C 1.259 1.667 0.474
C 2.218 0.950 1.388
H 0.777 3.210 -2.258
H 0.413 1.532 -2.684
H -0.514 2.411 -1.415
H 2.387 1.337 -1.221
H 0.379 2.095 0.944
H 3.200 0.789 0.949
H 1.771 -0.026 1.604
H 2.346 1.460 2.343
*
```

## Properties
E_HOMO = -8.90 eV
frontier orbital gap = 9.84 eV
SMILES string = [H]/N=C/NC.C/C=C/C

Quick one: least stable of them? R

P | Below is a single C4H8O3 molecule, with properties calculated with the ωB97M-V functional and the def2-TZVPD basis.

The geometry in ORCA input format:
```
! RIJCOSX wB97M-V def2-TZVPD def2/J DEFGRID3
* xyz 0 1
O -1.803 0.576 0.691
C -0.596 0.522 0.544
C 0.285 0.169 1.724
O -0.465 0.029 2.890
C 0.053 0.759 -0.802
C 0.008 -0.494 -1.672
O 0.827 -1.484 -1.076
H 0.816 -0.760 1.458
H 1.052 0.952 1.838
H -1.389 0.160 2.614
H -0.498 1.562 -1.303
H 1.100 1.057 -0.682
H -1.030 -0.844 -1.765
H 0.370 -0.237 -2.675
H 1.270 -1.967 -1.783
*
```

## Properties
E_HOMO = -10.16 eV
frontier orbital gap = 10.74 eV
SMILES string = O=C(CO)CCO

Q | Below is 2 unconnected molecules or ions with the total composition C4H8O3, with properties calculated with the ωB97M-V functional and the def2-TZVPD basis.

The geometry in ORCA input format:
```
! RIJCOSX wB97M-V def2-TZVPD def2/J DEFGRID3
* xyz 0 1
O -2.498 0.668 1.011
C -1.320 0.637 0.786
C -0.571 -0.658 0.503
C 0.955 -0.457 0.620
C 1.706 -1.738 0.780
O 2.724 -1.833 1.408
H -0.757 1.562 0.765
H -0.892 -0.923 -0.504
H -0.876 -1.332 1.301
H 1.278 0.014 -0.321
H 1.233 0.227 1.409
H 1.297 -2.649 0.301
O -0.653 2.165 -2.312
H -0.518 1.458 -2.949
H -1.109 2.859 -2.797
*
```

## Properties
E_HOMO = -9.85 eV
frontier orbital gap = 10.31 eV
SMILES string = O=CCCC=O.O

Quick one: least stable of them? Q